(1)
A structure of composition C32H36IN3O8S5V. Source: the OMol25 dataset; level of theory: wB97M-V/def2-TZVPD.

The geometry in XYZ format:
```
86
Properties=species:S:1:pos:R:3
V 0.503 -1.133 1.283
I 3.690 -3.120 -5.848
C 3.631 -2.720 -3.804
C 2.425 -2.794 -3.129
C 2.383 -2.487 -1.779
C 3.537 -2.122 -1.100
C 4.748 -2.090 -1.785
C 4.800 -2.375 -3.141
C 3.502 -1.742 0.368
O 4.452 -1.942 1.109
O 2.383 -1.218 0.742
H 1.519 -3.076 -3.646
H 1.438 -2.539 -1.260
H 5.647 -1.831 -1.241
H 5.739 -2.332 -3.674
C 0.951 -3.288 5.831
C 2.017 -2.339 5.319
S 1.481 -1.247 3.988
O 0.586 -2.153 3.116
C 0.320 -0.176 4.866
C 1.042 1.034 5.435
H 1.429 -4.071 6.418
H 0.423 -3.753 5.000
H 0.224 -2.791 6.471
H 2.864 -2.878 4.892
H 2.409 -1.677 6.094
H -0.197 -0.758 5.628
H -0.398 0.107 4.096
H 1.796 0.750 6.169
H 0.331 1.690 5.935
H 1.532 1.599 4.644
O -1.258 -0.917 0.510
C -1.757 -1.541 -0.621
C -1.257 -2.988 -0.628
C -0.917 -3.691 0.496
C -0.444 -4.999 0.212
C -0.444 -5.269 -1.120
S -0.997 -3.935 -2.038
C -3.268 -1.488 -0.620
C -4.156 -2.471 -0.931
C -5.505 -2.033 -0.883
C -5.607 -0.723 -0.534
S -4.074 -0.018 -0.254
C -1.213 -0.839 -1.866
C -0.055 -0.127 -1.967
C 0.239 0.270 -3.300
C -0.726 -0.116 -4.178
S -1.989 -0.964 -3.396
H -1.027 -3.292 1.497
H -0.118 -5.699 0.965
H -0.132 -6.174 -1.612
H -3.856 -3.475 -1.191
H -6.354 -2.666 -1.088
H -6.503 -0.140 -0.411
H 0.613 0.058 -1.136
H 1.135 0.797 -3.592
H -0.752 0.043 -5.243
C -3.139 5.562 -4.148
C -2.175 4.572 -3.514
S -1.852 5.012 -1.816
O -2.988 4.624 -1.015
O -1.377 6.370 -1.759
C -0.504 3.934 -1.365
C -0.142 4.159 0.096
N 0.560 2.993 0.623
C -0.075 1.964 1.228
N 0.778 1.009 1.597
C 2.031 1.446 1.228
C 1.897 2.649 0.604
N 2.924 3.451 0.023
O 4.060 3.141 0.263
O 2.585 4.377 -0.684
C -1.531 1.966 1.504
H -3.325 5.265 -5.179
H -2.723 6.567 -4.139
H -4.089 5.574 -3.616
H -1.214 4.560 -4.027
H -2.583 3.562 -3.489
H 0.344 4.123 -2.020
H -0.871 2.916 -1.504
H -1.050 4.259 0.689
H 0.462 5.050 0.234
H 2.922 0.874 1.401
H -1.774 2.712 2.266
H -1.827 0.979 1.843
H -2.110 2.199 0.611
```

Properties
Multiplicity: 2
DFT total energy: -142580.593 eV
HOMO-LUMO gap (spin up / spin down): 6.3 / 5.7 eV
Energy relative to the best compared isomer or geometry (same formula, charge and spin): 0.0 kcal/mol
Molecular weight: 928.8 g/mol

(2)
A structure of composition C33H35BrMoN8O6PS. Source: the OMol25 dataset; level of theory: wB97M-V/def2-TZVPD.

The geometry in XYZ format:
```
86
Properties=species:S:1:pos:R:3
Mo -0.877 -0.927 -0.537
S -1.899 -2.351 1.267
C -1.439 -3.607 0.182
C -1.601 -4.990 0.300
C -1.176 -5.789 -0.735
C -0.597 -5.218 -1.876
C -0.452 -3.853 -1.924
N -0.857 -3.076 -0.907
H -2.059 -5.397 1.190
H -1.291 -6.861 -0.671
H -0.269 -5.827 -2.705
H -0.003 -3.353 -2.771
Br 0.328 -1.927 9.116
C 1.606 -1.516 7.788
C 1.584 -2.212 6.586
C 2.502 -1.901 5.601
C 3.443 -0.903 5.832
C 3.502 -0.255 7.060
C 2.563 -0.542 8.037
N 4.489 -0.597 4.897
N 4.269 -0.366 3.706
C 2.938 -0.272 3.166
C 1.940 0.512 3.702
C 0.703 0.686 3.051
C 0.465 0.048 1.850
O -0.651 0.140 1.150
C 1.498 -0.734 1.281
N 1.194 -1.280 0.072
C 2.114 -1.982 -0.565
C 3.395 -2.188 -0.026
C 3.712 -1.653 1.198
C 2.747 -0.891 1.897
H 0.853 -2.991 6.426
H 2.493 -2.448 4.668
H 4.281 0.473 7.240
H 2.589 -0.032 8.989
H 2.101 1.014 4.646
H -0.063 1.303 3.500
H 1.846 -2.380 -1.534
H 4.112 -2.764 -0.591
H 4.692 -1.789 1.633
O -2.774 -1.046 -1.447
C -3.048 -1.198 -2.648
C -2.131 -1.169 -3.745
C -2.674 -1.332 -5.032
C -1.848 -1.277 -6.121
C -0.472 -1.054 -5.987
C 0.075 -0.901 -4.739
C -0.732 -0.970 -3.578
O -0.151 -0.856 -2.420
N -2.421 -1.447 -7.463
O -3.614 -1.672 -7.534
O -1.660 -1.366 -8.406
H -4.106 -1.339 -2.896
H -3.735 -1.490 -5.170
H 0.138 -1.004 -6.877
H 1.133 -0.721 -4.611
C -2.995 2.559 1.031
N -2.322 3.220 -0.080
C -2.636 4.635 -0.193
P -1.047 2.542 -0.856
O -1.322 1.078 -1.123
N 0.349 2.774 -0.015
C 1.587 2.208 -0.532
C 0.531 3.810 0.986
N -0.860 3.277 -2.316
C -0.042 4.459 -2.527
C -1.870 3.063 -3.346
H -4.075 2.638 0.896
H -2.733 3.034 1.982
H -2.714 1.511 1.079
H -3.717 4.759 -0.291
H -2.165 5.071 -1.073
H -2.309 5.193 0.691
H 1.370 1.399 -1.232
H 2.178 1.808 0.294
H 2.190 2.962 -1.050
H -0.422 4.065 1.448
H 0.977 4.720 0.568
H 1.193 3.434 1.768
H 0.650 4.603 -1.698
H -0.656 5.360 -2.630
H 0.541 4.343 -3.443
H -2.457 2.176 -3.117
H -1.385 2.917 -4.313
H -2.543 3.922 -3.424
```

Properties
Multiplicity: 3
Net charge: +1
DFT total energy: -151013.035 eV
HOMO-LUMO gap (spin up / spin down): 6.7 / 6.3 eV
Energy relative to the best compared isomer or geometry (same formula, charge and spin): 0.0 kcal/mol
Molecular weight: 878.6 g/mol

(3)
A structure of composition C51H42F3IN4O3PPtSb at a distorted geometry. Source: the OMol25 dataset; level of theory: wB97M-V/def2-TZVPD.

The geometry in XYZ format:
```
107
Properties=species:S:1:pos:R:3
Pt -0.881 0.827 0.286
O -1.957 0.250 7.005
C -1.723 1.529 6.472
C -1.579 1.406 4.984
C -1.212 2.505 4.211
C -1.066 2.365 2.851
N -1.277 1.193 2.231
C -1.629 0.118 2.966
C -1.788 0.198 4.339
C -1.720 -1.135 2.204
C -2.230 -2.309 2.714
C -2.203 -3.462 1.941
C -2.685 -4.780 2.494
O -3.449 -4.636 3.666
C -1.658 -3.377 0.669
C -1.173 -2.168 0.212
N -1.213 -1.058 0.950
H -2.065 0.310 7.959
H -0.807 1.981 6.872
H -2.551 2.217 6.685
H -1.017 3.470 4.659
H -0.767 3.189 2.220
H -2.042 -0.681 4.911
H -2.637 -2.348 3.714
H -1.799 -5.366 2.758
H -3.213 -5.340 1.716
H -4.376 -4.521 3.437
H -1.589 -4.246 0.027
H -0.709 -2.080 -0.757
I -3.072 6.484 -0.970
C -1.907 4.795 -0.843
C -0.652 4.600 -1.388
N -0.270 3.357 -1.062
N -1.214 2.731 -0.341
C -2.215 3.593 -0.197
H -0.016 5.243 -1.972
H 0.576 2.853 -1.292
H -3.102 3.313 0.346
F 4.347 3.889 5.705
C 3.850 3.250 4.642
C 2.958 3.915 3.823
C 2.445 3.233 2.729
C 2.814 1.919 2.456
C 3.730 1.290 3.298
C 4.253 1.947 4.399
Sb 2.025 0.999 0.720
C 3.787 0.995 -0.482
C 3.936 0.160 -1.587
C 5.068 0.217 -2.385
C 6.050 1.136 -2.068
F 7.143 1.201 -2.835
C 5.937 1.991 -0.988
C 4.800 1.910 -0.200
C 1.959 -1.013 1.429
C 2.084 -2.109 0.579
C 1.790 -3.394 1.011
C 1.340 -3.566 2.306
F 0.997 -4.800 2.714
C 1.215 -2.510 3.189
C 1.534 -1.237 2.738
H 2.692 4.940 4.042
H 1.759 3.758 2.072
H 4.051 0.274 3.101
H 4.966 1.477 5.062
H 3.164 -0.552 -1.854
H 5.203 -0.430 -3.241
H 6.730 2.694 -0.776
H 4.723 2.570 0.657
H 2.405 -1.987 -0.447
H 1.893 -4.253 0.362
H 0.885 -2.694 4.202
H 1.443 -0.410 3.435
O -0.604 0.463 -1.763
P -1.102 -0.304 -2.987
C -0.108 -1.785 -3.237
C -0.601 -3.084 -3.118
C 0.254 -4.169 -3.241
C 1.606 -3.965 -3.479
C 2.106 -2.675 -3.596
C 1.254 -1.590 -3.478
C -0.870 0.758 -4.406
C -0.457 0.258 -5.639
C -0.368 1.105 -6.733
C -0.701 2.444 -6.604
C -1.135 2.942 -5.381
C -1.226 2.102 -4.286
C -2.836 -0.742 -2.841
C -3.600 -0.121 -1.843
C -4.948 -0.411 -1.721
C -5.542 -1.297 -2.607
C -4.801 -1.877 -3.628
C -3.450 -1.600 -3.753
H -1.651 -3.255 -2.918
H -0.139 -5.173 -3.160
H 2.271 -4.811 -3.584
H 3.159 -2.518 -3.790
H 1.652 -0.586 -3.580
H -0.195 -0.786 -5.751
H -0.038 0.716 -7.687
H -0.630 3.102 -7.459
H -1.412 3.983 -5.289
H -1.587 2.486 -3.341
H -3.091 0.603 -1.216
H -5.539 0.066 -0.951
H -6.596 -1.524 -2.520
H -5.280 -2.541 -4.333
H -2.890 -2.045 -4.567
```

Properties
Net charge: +2
DFT total energy: -100986.595 eV
HOMO-LUMO gap: 6.6 eV
Energy relative to the best compared isomer or geometry (same formula, charge and spin): 5.0 kcal/mol
Molecular weight: 1290.6 g/mol

(4)
The ion C5H11NO with charge -1 at a distorted geometry. Source: the OMol25 dataset; level of theory: wB97M-V/def2-TZVPD.

The geometry in XYZ format:
```
18
Properties=species:S:1:pos:R:3
O 2.241 0.615 0.825
C 2.373 0.437 -0.425
C 1.202 -0.027 -1.301
C -0.236 0.144 -0.862
C -0.464 -0.628 0.461
C -2.739 0.323 0.520
N -1.895 -0.863 0.783
H 3.339 0.194 -0.896
H 1.391 -1.137 -1.427
H 1.375 0.356 -2.310
H -0.376 1.220 -0.681
H -1.031 -0.160 -1.539
H 0.089 -0.248 1.319
H -0.025 -1.606 0.234
H -3.730 0.148 0.944
H -2.893 0.398 -0.550
H -2.309 1.217 0.976
H -1.951 -0.966 1.789
```

Properties
Multiplicity: 2
Net charge: -1
DFT total energy: -8898.902 eV
HOMO-LUMO gap (spin up / spin down): 3.2 / 6.9 eV
Energy relative to the best compared isomer or geometry (same formula, charge and spin): 29.1 kcal/mol
Molecular weight: 101.1 g/mol

(5)
A cluster of 2 separate species, C8H11NO3S in total. Source: the OMol25 dataset; level of theory: wB97M-V/def2-TZVPD.

The geometry in XYZ format:
```
24
Properties=species:S:1:pos:R:3
C -1.084 3.482 -1.815
C -1.565 2.171 -1.941
C -0.711 3.780 -0.537
C -1.557 1.486 -0.750
C 1.777 -1.644 2.640
C 2.103 -1.562 1.147
C -1.912 0.112 -0.500
C 1.141 -2.350 0.326
N 0.348 -1.758 -0.492
O -0.513 -2.567 -1.205
O 0.281 -0.533 -0.710
O -2.370 -0.653 -1.333
S -0.938 2.469 0.535
H -1.009 4.178 -2.632
H -1.907 1.729 -2.860
H -0.310 4.702 -0.165
H 0.771 -1.281 2.830
H 2.475 -1.030 3.202
H 1.851 -2.668 2.995
H 2.056 -0.522 0.818
H 3.117 -1.935 0.980
H -1.837 -0.184 0.563
H 1.067 -3.420 0.401
H -1.276 -2.003 -1.496
```

Properties
DFT total energy: -26938.506 eV
Structure (SMILES): CC/C=[N+](\[O-])O.O=Cc1cccs1
HOMO-LUMO gap: 8.9 eV
Energy relative to the best compared isomer or geometry (same formula, charge and spin): 99.1 kcal/mol
Molecular weight: 201.2 g/mol

(6)
A structure of composition C36H54F6FeN3O6S2 at a distorted geometry. Source: the OMol25 dataset; level of theory: wB97M-V/def2-TZVPD.

The geometry in XYZ format:
```
108
Properties=species:S:1:pos:R:3
Fe -0.426 0.885 -0.560
C 2.093 -1.158 -1.225
N 0.660 -1.331 -1.010
C 0.015 -1.766 -2.244
C 0.418 -2.303 0.055
C 0.687 -1.723 1.442
N -0.103 -0.520 1.681
C 0.580 0.404 2.598
C 1.939 0.880 2.151
C 3.076 0.509 2.831
C 4.322 1.056 2.516
C 4.352 2.020 1.518
C 3.237 2.475 0.833
C 1.981 1.844 1.089
O 0.898 2.088 0.445
C 3.446 3.629 -0.135
C 4.412 3.165 -1.237
C 4.039 4.827 0.629
C 2.164 4.113 -0.808
C 5.547 0.715 3.344
C 5.319 1.273 4.759
C 5.760 -0.802 3.420
C 6.828 1.339 2.785
C -1.431 -0.839 2.226
C -2.380 -1.508 1.270
C -2.822 -2.797 1.451
C -3.760 -3.361 0.583
C -4.264 -2.547 -0.423
C -3.897 -1.226 -0.625
C -2.874 -0.681 0.209
O -2.365 0.493 0.093
C -4.590 -0.458 -1.746
C -6.116 -0.616 -1.619
C -4.117 -1.036 -3.088
C -4.279 1.038 -1.748
C -4.212 -4.798 0.769
C -4.955 -4.925 2.107
C -5.146 -5.278 -0.346
C -2.985 -5.721 0.786
H 2.561 -2.110 -1.521
H 2.258 -0.414 -2.001
H 2.561 -0.799 -0.310
H 0.366 -2.760 -2.551
H -1.064 -1.803 -2.101
H 0.234 -1.050 -3.034
H -0.627 -2.608 0.000
H 1.058 -3.189 -0.087
H 0.457 -2.499 2.190
H 1.742 -1.461 1.536
H -0.058 1.290 2.691
H 0.688 -0.062 3.592
H 2.989 -0.205 3.639
H 5.298 2.472 1.273
H 5.405 2.948 -0.848
H 4.015 2.270 -1.711
H 4.504 3.939 -1.994
H 4.882 4.548 1.254
H 4.373 5.582 -0.078
H 3.279 5.268 1.268
H 1.776 3.364 -1.491
H 1.397 4.345 -0.072
H 2.369 5.017 -1.380
H 4.463 0.803 5.234
H 6.198 1.095 5.374
H 5.138 2.345 4.713
H 4.926 -1.305 3.902
H 5.889 -1.216 2.422
H 6.659 -1.008 3.999
H 6.791 2.425 2.832
H 7.676 1.010 3.383
H 6.996 1.027 1.756
H -1.325 -1.468 3.126
H -1.899 0.110 2.510
H -2.423 -3.377 2.271
H -4.993 -2.969 -1.094
H -6.441 -1.646 -1.737
H -6.446 -0.259 -0.647
H -6.611 -0.026 -2.385
H -4.282 -2.110 -3.140
H -4.655 -0.561 -3.903
H -3.057 -0.828 -3.219
H -4.507 1.490 -0.788
H -3.233 1.211 -1.979
H -4.875 1.532 -2.514
H -5.826 -4.273 2.122
H -5.288 -5.952 2.250
H -4.311 -4.655 2.939
H -6.082 -4.724 -0.344
H -4.674 -5.184 -1.320
H -5.382 -6.329 -0.189
H -2.335 -5.500 1.628
H -3.304 -6.758 0.870
H -2.413 -5.608 -0.133
F 0.088 2.476 -5.951
C 0.183 1.450 -5.116
F -0.794 0.588 -5.378
F 1.338 0.823 -5.383
S 0.126 1.953 -3.283
O -1.076 1.307 -2.799
O 1.315 1.384 -2.710
N 0.146 3.502 -3.223
S -1.266 4.186 -3.481
O -1.140 5.574 -3.756
O -2.105 3.383 -4.310
C -2.037 4.158 -1.740
F -3.361 4.083 -1.782
F -1.717 5.268 -1.083
F -1.590 3.128 -0.979
```

Properties
Multiplicity: 6
DFT total energy: -127326.181 eV
HOMO-LUMO gap (spin up / spin down): 7.2 / 3.7 eV
Energy relative to the best compared isomer or geometry (same formula, charge and spin): 33.0 kcal/mol
Molecular weight: 858.8 g/mol

(7)
A structure of composition C5H8O. Source: the OMol25 dataset; level of theory: wB97M-V/def2-TZVPD.

The geometry in XYZ format:
```
14
Properties=species:S:1:pos:R:3
C 0.281 -0.704 -1.038
C -1.087 -0.271 -0.451
C 0.171 -0.584 1.204
C 1.000 0.041 0.073
O 0.568 1.384 -0.079
C -0.845 1.210 -0.312
H 0.426 -1.787 -1.041
H 0.445 -0.301 -2.041
H -0.993 -0.765 0.776
H 0.409 -1.632 1.402
H 0.080 -0.003 2.125
H 2.090 0.046 0.178
H -1.126 1.661 -1.275
H -1.420 1.704 0.479
```

Properties
DFT total energy: -7357.478 eV
HOMO-LUMO gap: 9.1 eV
Energy relative to the best compared isomer or geometry (same formula, charge and spin): 110.2 kcal/mol
Molecular weight: 84.1 g/mol

(8)
A structure of composition C4H9NOS at a distorted geometry. Source: the OMol25 dataset; level of theory: wB97M-V/def2-TZVPD.

The geometry in XYZ format:
```
16
Properties=species:S:1:pos:R:3
C 2.217 -0.127 -0.193
C 0.515 1.720 -0.485
C -1.129 -1.152 0.457
C 0.933 0.481 0.220
N 0.072 -1.101 -0.351
O 2.822 0.149 -1.199
S -0.272 -0.951 -1.990
H 2.537 -0.966 0.457
H -0.402 2.134 -0.075
H 1.320 2.447 -0.369
H 0.397 1.537 -1.552
H -1.685 -0.211 0.475
H -1.789 -1.922 0.057
H -0.845 -1.423 1.472
H 0.731 0.419 1.281
H 0.877 -1.497 -2.418
```

Properties
DFT total energy: -18664.471 eV
HOMO-LUMO gap: 9.2 eV
Energy relative to the best compared isomer or geometry (same formula, charge and spin): 70.5 kcal/mol
Molecular weight: 119.2 g/mol

(9)
The ion C3H9N4 with charge +1 at a distorted geometry. Source: the OMol25 dataset; level of theory: wB97M-V/def2-TZVPD.

The geometry in XYZ format:
```
16
Properties=species:S:1:pos:R:3
C 0.198 -0.012 0.493
C 0.590 1.336 0.650
C -0.783 -1.793 -0.436
N -0.490 -0.409 -0.458
N 1.277 1.675 1.647
N 1.685 2.917 1.872
N -1.414 -1.890 -1.790
H 0.544 -0.607 1.394
H 0.351 2.148 -0.022
H -1.649 -2.204 0.275
H 0.127 -2.388 -0.325
H 1.592 3.517 0.987
H 2.552 3.027 2.419
H -1.933 -2.668 -2.132
H -0.823 -1.716 -2.667
H -1.825 -0.933 -1.909
```

Properties
Net charge: +1
DFT total energy: -9208.221 eV
Structure (SMILES): N/N=C/C=N/C[NH3+]
HOMO-LUMO gap: 9.1 eV
Energy relative to the best compared isomer or geometry (same formula, charge and spin): 78.4 kcal/mol
Molecular weight: 101.1 g/mol

(10)
An isolated molecule of C5H9NO. Source: the OMol25 dataset; level of theory: wB97M-V/def2-TZVPD.

The geometry in XYZ format:
```
16
Properties=species:S:1:pos:R:3
C -1.584 -0.777 -0.386
C 0.715 0.319 -0.949
C 0.735 1.557 -0.142
N 1.365 0.374 0.392
C 0.683 -0.178 1.581
C -0.246 -0.814 -1.068
O 0.136 -1.799 -1.667
H -1.632 -1.598 0.337
H -2.343 -0.945 -1.153
H -1.773 0.171 0.118
H 1.369 0.339 -1.821
H 1.458 2.288 -0.488
H -0.142 1.958 0.360
H -0.314 0.250 1.783
H 0.572 -1.269 1.542
H 1.315 0.077 2.438
```

Properties
DFT total energy: -8866.667 eV
Structure (SMILES): CC(=O)[C@H]1CN1C
HOMO-LUMO gap: 10.1 eV
Energy relative to the best compared isomer or geometry (same formula, charge and spin): 58.7 kcal/mol
Molecular weight: 99.1 g/mol